1.
125
Properties=species:S:1:pos:R:3:lowdin_charge:R:1 method="wB97M-V/def2-TZVPD" homo_ev=-8.8 smiles="CC(N)=O.CC(N)=O.CC(N)=O.CC(N)=O.CC(N)=O.CCCCCC.CCCCCC.OCCO.OCCO.OCCO.OCCO" total_energy_ha=-2441.16848 lumo_energy_ev=0.17
C 0.824 21.695 7.705 0.00
C -0.311 22.686 7.544 -0.54
N -1.511 22.184 7.853 0.20
O -0.085 23.815 7.078 0.01
H 0.602 20.874 8.391 0.06
H 1.747 22.149 8.065 0.08
H 1.086 21.238 6.748 0.07
H -2.315 22.806 7.879 0.08
H -1.719 21.203 8.067 0.08
C -4.544 19.786 2.510 0.02
C -4.426 18.399 1.953 -0.58
N -3.190 17.900 1.767 0.14
O -5.423 17.719 1.733 0.03
H -5.415 20.307 2.120 0.09
H -3.673 20.410 2.310 0.08
H -4.704 19.690 3.586 0.07
H -3.196 16.993 1.325 0.10
H -2.337 18.424 1.884 0.09
C -2.899 13.858 4.537 0.00
C -2.964 15.291 4.115 -0.55
N -3.347 15.541 2.845 0.17
O -2.800 16.220 4.914 0.00
H -2.152 13.599 5.285 0.09
H -2.885 13.110 3.744 0.08
H -3.823 13.656 5.092 0.07
H -3.567 16.488 2.582 0.02
H -3.448 14.780 2.199 0.11
C -8.263 24.537 7.039 0.00
C -7.567 23.246 7.338 -0.55
N -8.258 22.165 7.745 0.19
O -6.374 23.113 7.053 0.01
H -7.963 25.248 7.813 0.09
H -9.345 24.465 7.194 0.08
H -8.119 24.932 6.041 0.09
H -7.713 21.335 7.915 0.11
H -9.169 22.295 8.147 0.11
C -2.554 17.897 11.143 0.03
C -3.280 17.587 9.859 -0.46
N -3.563 16.296 9.642 0.22
O -3.580 18.442 9.021 0.00
H -3.244 17.811 11.981 0.10
H -2.133 18.895 11.046 0.03
H -1.687 17.255 11.300 0.10
H -3.970 16.063 8.732 0.08
H -3.424 15.592 10.341 0.12
C 1.408 20.541 11.770 -0.10
C -0.090 20.334 11.580 -0.29
C -0.895 21.597 11.307 -0.22
C -2.404 21.384 11.270 -0.23
C -3.193 22.664 10.910 -0.25
C -4.689 22.339 10.814 -0.10
H 1.572 21.439 12.368 0.07
H 1.931 20.745 10.833 0.06
H 1.823 19.640 12.216 0.07
H -0.346 19.618 10.785 0.09
H -0.495 19.791 12.443 0.11
H -0.514 22.111 10.422 0.10
H -0.701 22.285 12.140 0.12
H -2.797 20.586 10.632 0.08
H -2.752 21.069 12.262 0.12
H -2.943 23.463 11.612 0.11
H -2.857 23.003 9.932 0.07
H -4.856 21.940 9.811 0.06
H -5.119 21.794 11.651 0.07
H -5.265 23.272 10.771 0.07
C -7.548 18.058 10.252 -0.11
C -7.597 18.846 11.548 -0.27
C -8.212 18.015 12.670 -0.25
C -8.421 18.703 14.025 -0.23
C -8.833 17.688 15.118 -0.26
C -9.243 18.431 16.392 -0.12
H -8.499 17.932 9.731 0.08
H -7.220 17.030 10.442 0.07
H -6.826 18.474 9.554 0.05
H -6.561 19.087 11.819 0.10
H -8.038 19.835 11.395 0.11
H -7.556 17.151 12.815 0.11
H -9.168 17.617 12.306 0.12
H -7.408 18.987 14.332 0.11
H -9.083 19.559 13.906 0.11
H -9.614 17.087 14.647 0.10
H -7.946 17.089 15.319 0.10
H -8.514 19.210 16.622 0.07
H -10.241 18.863 16.323 0.07
H -9.264 17.822 17.300 0.06
O -2.165 19.415 7.484 -0.11
C -3.131 19.083 6.501 -0.20
C -4.522 19.724 6.782 -0.18
O -5.333 18.839 7.542 -0.13
H -2.519 19.073 8.325 0.00
H -2.837 19.521 5.547 0.10
H -3.312 18.014 6.402 0.09
H -5.019 20.013 5.855 0.11
H -4.335 20.681 7.284 0.11
H -4.856 18.591 8.357 0.00
O 1.728 17.864 4.682 -0.06
C 0.429 18.292 5.100 -0.22
C -0.126 19.400 4.211 -0.22
O -0.694 19.043 2.955 -0.08
H 1.669 17.704 3.736 0.07
H -0.262 17.441 5.146 0.11
H 0.446 18.671 6.121 0.11
H 0.627 20.166 4.002 0.13
H -0.853 19.917 4.840 0.10
H -0.137 18.405 2.497 0.08
O -3.954 24.071 7.748 -0.10
C -4.036 25.470 7.609 -0.26
C -2.732 26.132 7.964 -0.28
O -1.720 25.984 7.006 -0.09
H -4.832 23.721 7.501 0.03
H -4.323 25.734 6.582 0.12
H -4.839 25.901 8.228 0.11
H -2.349 25.762 8.927 0.12
H -2.947 27.191 8.133 0.11
H -1.322 25.065 6.992 0.05
O -4.765 16.012 7.165 -0.09
C -5.866 15.222 6.832 -0.24
C -6.954 16.018 6.130 -0.25
O -7.431 17.089 6.917 -0.08
H -4.137 16.087 6.430 0.06
H -5.613 14.350 6.214 0.10
H -6.355 14.768 7.699 0.12
H -7.837 15.389 5.988 0.12
H -6.664 16.361 5.128 0.12
H -6.692 17.705 7.137 0.05

---

2.
129
Properties=species:S:1:pos:R:3:lowdin_charge:R:1 method="wB97M-V/def2-TZVPD" homo_ev=-7.9 smiles="CCN(CCB(CCCCN)CC(=O)Br)C(C)=O.CN(C)P(=O)(N(C)C)N(C)C.CN(C)P(=O)(N(C)C)N(C)C.CN(C)P(=O)(N(C)C)N(C)C" total_energy_ha=-5791.18513 lumo_energy_ev=0.51
C -8.848 5.854 -1.555 -0.06
C -9.180 4.410 -1.176 -0.22
N -9.554 3.528 -2.310 -0.07
C -8.392 3.213 -3.154 -0.16
C -7.788 1.827 -2.808 -0.07
B -6.327 1.864 -2.233 -0.28
C -5.857 2.643 -0.952 -0.10
C -5.985 1.723 0.302 -0.18
C -7.209 2.018 1.173 -0.19
C -8.527 1.344 0.764 -0.28
N -8.336 0.065 0.101 0.01
C -5.198 1.012 -2.993 -0.12
C -5.502 -0.448 -2.945 -0.80
O -6.251 -0.998 -2.222 0.07
Br -4.440 -1.496 -4.252 0.63
C -10.589 4.163 -3.037 -0.50
C -11.949 4.099 -2.396 0.01
O -10.430 4.737 -4.093 0.09
H -9.767 6.436 -1.544 0.08
H -8.396 5.937 -2.537 0.07
H -8.200 6.286 -0.795 0.08
H -8.365 3.917 -0.659 0.07
H -10.003 4.432 -0.465 0.11
H -7.634 3.998 -3.115 0.12
H -8.704 3.173 -4.191 0.12
H -7.759 1.243 -3.730 0.10
H -8.451 1.287 -2.136 0.10
H -6.321 3.617 -0.807 0.09
H -4.789 2.834 -1.076 0.08
H -5.964 0.689 -0.038 0.09
H -5.105 1.896 0.918 0.10
H -7.359 3.094 1.227 0.10
H -6.968 1.687 2.184 0.10
H -9.119 2.010 0.139 0.08
H -9.107 1.212 1.685 0.10
H -9.217 -0.392 -0.075 0.08
H -7.732 -0.543 0.634 0.08
H -5.142 1.345 -4.028 0.11
H -4.224 1.115 -2.512 0.10
H -12.586 4.869 -2.818 0.08
H -11.903 4.266 -1.324 0.07
H -12.395 3.126 -2.584 0.09
C -0.979 0.351 -0.277 -0.12
N -0.597 1.554 -0.979 -0.33
C -0.918 1.505 -2.399 -0.12
P -0.834 3.138 -0.358 0.69
O -2.312 3.353 -0.496 -0.29
N -0.690 3.384 1.367 -0.31
C -0.481 2.301 2.304 -0.14
C -1.631 4.353 1.920 -0.15
N 0.795 3.510 -0.606 -0.33
C 1.859 2.522 -0.687 -0.10
C 1.211 4.902 -0.500 -0.12
H -0.596 -0.498 -0.845 0.06
H -2.058 0.208 -0.116 0.09
H -0.479 0.301 0.689 0.06
H -0.225 2.132 -2.971 0.08
H -1.939 1.855 -2.600 0.06
H -0.822 0.491 -2.786 0.08
H -1.342 1.618 2.360 0.08
H -0.319 2.710 3.304 0.08
H 0.418 1.727 2.070 0.07
H -2.622 3.918 2.110 0.08
H -1.767 5.196 1.246 0.07
H -1.238 4.745 2.861 0.08
H 1.783 1.777 0.108 0.07
H 2.824 3.017 -0.570 0.09
H 1.888 1.998 -1.642 0.06
H 1.615 5.119 0.496 0.08
H 0.367 5.571 -0.672 0.07
H 1.966 5.147 -1.249 0.08
C 5.013 -1.464 -4.975 -0.12
N 5.490 -1.035 -3.671 -0.33
C 6.467 0.044 -3.771 -0.14
P 4.437 -0.820 -2.326 0.71
O 3.600 0.362 -2.726 -0.28
N 3.086 -1.947 -2.168 -0.31
C 2.798 -2.950 -3.170 -0.15
C 1.842 -1.371 -1.671 -0.16
N 5.366 -1.828 -1.335 -0.33
C 6.282 -2.866 -1.760 -0.10
C 5.069 -1.803 0.094 -0.12
H 5.873 -1.641 -5.624 0.08
H 4.351 -0.734 -5.459 0.09
H 4.498 -2.419 -4.914 0.05
H 7.140 0.024 -2.906 0.08
H 5.996 1.034 -3.811 0.08
H 7.083 -0.078 -4.661 0.08
H 2.475 -2.513 -4.126 0.08
H 1.994 -3.599 -2.816 0.08
H 3.652 -3.608 -3.346 0.07
H 1.285 -0.848 -2.463 0.08
H 2.026 -0.656 -0.870 0.06
H 1.203 -2.159 -1.263 0.08
H 5.854 -3.505 -2.533 0.07
H 6.518 -3.499 -0.903 0.08
H 7.227 -2.467 -2.134 0.08
H 4.406 -2.630 0.372 0.09
H 4.575 -0.871 0.371 0.07
H 5.979 -1.867 0.693 0.07
C 8.154 -5.266 2.369 -0.12
N 8.311 -4.380 3.509 -0.33
C 9.134 -3.218 3.197 -0.13
P 6.998 -3.974 4.546 0.67
O 6.153 -3.072 3.704 -0.29
N 5.837 -5.238 4.863 -0.31
C 5.892 -6.544 4.242 -0.15
C 4.452 -4.778 4.940 -0.15
N 7.881 -4.310 5.942 -0.33
C 9.061 -5.143 6.045 -0.10
C 7.288 -3.901 7.211 -0.12
H 9.137 -5.466 1.938 0.08
H 7.503 -4.854 1.584 0.08
H 7.770 -6.236 2.670 0.05
H 9.625 -2.848 4.104 0.07
H 8.550 -2.394 2.768 0.07
H 9.920 -3.484 2.492 0.08
H 5.715 -6.505 3.157 0.08
H 5.125 -7.188 4.677 0.08
H 6.844 -7.046 4.432 0.07
H 3.991 -4.665 3.950 0.08
H 4.386 -3.817 5.445 0.07
H 3.863 -5.494 5.518 0.08
H 8.948 -6.089 5.515 0.07
H 9.240 -5.375 7.096 0.08
H 9.959 -4.648 5.669 0.07
H 6.768 -4.737 7.691 0.08
H 6.564 -3.099 7.059 0.08
H 8.046 -3.516 7.896 0.08

---

3.
132
Properties=species:S:1:pos:R:3:lowdin_charge:R:1 method="wB97M-V/def2-TZVPD" homo_ev=-9.8 charge=+1 total_energy_ha=-6162.67722 lumo_energy_ev=-4.98
C -0.495 -3.270 3.600 0.12
C -1.244 -2.626 2.603 -0.02
C -1.933 -1.737 1.406 -0.25
C -3.456 -2.150 0.901 -0.04
N -3.794 -0.830 0.183 -0.19
O -3.080 -0.577 -0.934 -0.02
C -3.551 0.170 1.332 -0.09
N -4.396 1.181 1.716 0.18
N -2.232 -0.332 1.876 0.03
C -1.087 0.646 2.000 -0.29
C -0.802 0.804 3.640 -0.07
C 0.317 0.173 1.299 -0.19
C 1.550 1.252 1.415 -0.23
C 2.930 0.421 0.966 -0.12
H 0.308 -3.684 4.380 0.04
H -1.309 -1.921 0.434 0.16
H -4.298 -2.275 1.705 0.16
H -3.303 -2.974 0.079 0.16
H -2.305 0.036 -0.748 0.13
H -4.562 2.054 1.131 0.12
H -5.005 1.119 2.586 0.17
H -1.413 1.714 1.593 0.15
H -0.228 -0.149 4.052 0.10
H -0.261 1.818 3.865 0.08
H -1.846 0.815 4.218 0.09
H 0.075 0.011 0.142 0.12
H 0.737 -0.853 1.740 0.13
H 1.444 2.185 0.681 0.12
H 1.702 1.654 2.528 0.11
H 2.584 -0.509 0.303 0.08
H 3.458 -0.054 1.911 0.09
H 3.642 1.052 0.285 0.06
C 7.277 1.576 -3.211 -0.28
S 5.700 1.338 -2.356 0.80
O 5.850 1.890 -0.970 -0.58
C 5.825 -0.463 -2.241 -0.27
H 7.433 2.647 -3.359 0.05
H 8.093 1.171 -2.608 0.06
H 7.244 1.077 -4.183 0.04
H 6.732 -0.741 -1.699 0.06
H 5.841 -0.893 -3.245 0.05
H 4.952 -0.838 -1.701 0.04
C 2.130 -6.003 6.949 -0.24
S 1.202 -4.450 6.955 0.81
O 1.751 -3.593 5.853 -0.58
C 1.884 -3.836 8.514 -0.26
H 1.889 -6.548 6.033 0.05
H 3.203 -5.797 6.976 0.06
H 1.841 -6.605 7.814 0.06
H 2.972 -3.766 8.443 0.06
H 1.603 -4.510 9.326 0.06
H 1.470 -2.844 8.708 0.05
C 6.702 3.803 -7.760 -0.27
S 8.357 3.450 -7.120 0.83
O 8.210 2.437 -6.024 -0.57
C 8.599 5.064 -6.340 -0.28
H 6.326 2.909 -8.263 0.05
H 6.031 4.064 -6.938 0.05
H 6.755 4.626 -8.477 0.05
H 7.810 5.247 -5.606 0.06
H 8.589 5.845 -7.104 0.03
H 9.568 5.065 -5.836 0.05
C -3.002 4.574 2.329 -0.28
S -4.656 5.222 1.988 0.83
O -5.300 4.308 0.988 -0.59
C -4.097 6.694 1.098 -0.26
H -3.102 3.622 2.854 0.03
H -2.462 4.415 1.392 0.05
H -2.457 5.280 2.961 0.06
H -3.489 6.403 0.238 0.07
H -3.515 7.328 1.772 0.06
H -4.974 7.245 0.751 0.02
C -3.909 -7.542 4.901 -0.25
S -2.228 -6.889 5.041 0.78
O -1.399 -7.924 5.741 -0.56
C -2.630 -5.605 6.250 -0.27
H -3.896 -8.392 4.215 0.01
H -4.264 -7.873 5.880 0.06
H -4.570 -6.768 4.505 0.05
H -3.065 -6.057 7.144 0.06
H -3.334 -4.895 5.808 0.05
H -1.710 -5.081 6.519 0.00
C 0.274 -9.035 2.627 -0.25
S 0.436 -7.348 1.994 0.78
O -0.842 -7.007 1.286 -0.58
C 1.669 -7.744 0.730 -0.27
H -0.484 -9.040 3.414 0.03
H -0.035 -9.707 1.823 0.05
H 1.229 -9.361 3.043 0.06
H 1.273 -8.497 0.045 0.06
H 2.577 -8.114 1.211 0.05
H 1.900 -6.833 0.173 0.05
C -3.897 -8.842 0.088 -0.26
S -4.137 -10.255 1.192 0.83
O -3.626 -9.860 2.546 -0.57
C -2.880 -11.304 0.421 -0.26
H -4.562 -8.035 0.406 0.05
H -2.862 -8.499 0.139 0.04
H -4.146 -9.132 -0.936 0.05
H -1.908 -10.806 0.452 0.04
H -3.163 -11.512 -0.613 0.05
H -2.824 -12.244 0.976 0.05
C -7.197 2.046 -1.518 -0.28
S -8.851 2.693 -1.859 0.81
O -9.496 1.780 -2.859 -0.56
C -8.292 4.166 -2.748 -0.27
H -7.297 1.093 -0.992 0.05
H -6.657 1.887 -2.455 0.06
H -6.652 2.751 -0.886 0.03
H -7.684 3.874 -3.608 0.06
H -7.710 4.800 -2.075 0.05
H -9.169 4.716 -3.095 0.05
C 10.597 8.223 -9.102 -0.27
S 10.533 6.454 -9.473 0.82
O 10.706 5.715 -8.179 -0.57
C 12.115 6.394 -10.349 -0.27
H 9.713 8.488 -8.516 0.05
H 11.495 8.452 -8.524 0.06
H 10.595 8.792 -10.034 0.05
H 12.919 6.737 -9.693 0.06
H 12.063 7.024 -11.240 0.05
H 12.308 5.361 -10.648 0.05
C -7.804 9.079 -1.595 -0.26
S -6.123 9.732 -1.455 0.84
O -5.294 8.697 -0.754 -0.58
C -6.525 11.016 -0.246 -0.27
H -7.791 8.229 -2.281 0.05
H -8.159 8.748 -0.616 0.06
H -8.465 9.853 -1.991 0.06
H -6.960 10.564 0.648 0.06
H -7.229 11.725 -0.688 0.06
H -5.605 11.540 0.024 0.05